DFT (the ωB97M-V functional and the def2-TZVPD basis) results for a molecular structure, C32H30F5N10O4PbSeTe.

Results
HOMO-LUMO gap, eV: 7.1580
HOMO, eV: -11.180
LUMO energy, eV: -4.02
Charge: +1

Positions of all 84 atoms, in Å:
H  5.033  -0.365  4.827
F  -1.851  3.318  -3.194
H  6.638  -1.895  -2.473
H  4.130  1.423  6.238
Te  -1.117  1.642  -2.818
F  0.379  2.752  -2.619
H  2.944  0.199  0.046
H  -2.011  -2.308  -1.212
H  -3.710  -3.088  -2.850
H  4.309  -2.492  -3.003
C  2.065  -1.249  -4.235
C  1.103  -3.306  -3.446
C  5.829  -1.439  -1.918
H  1.707  1.929  6.277
N  -6.765  3.661  0.837
C  0.806  -3.665  -4.755
C  0.698  -2.154  0.087
O  0.245  -2.734  1.069
C  2.102  1.142  5.649
H  2.138  -3.473  -0.556
F  -2.910  1.215  -3.264
C  -0.987  1.380  5.199
C  1.286  0.372  4.829
C  -5.065  -1.477  -2.380
H  -6.148  0.255  -1.663
H  2.004  -0.933  -6.347
C  3.467  -1.198  -1.514
C  -5.258  -0.351  -1.592
O  0.966  0.506  -2.052
H  -7.509  3.355  0.236
C  6.103  -0.514  -0.923
N  0.714  -1.193  3.369
N  -5.554  1.871  0.084
C  1.756  -1.605  -5.536
H  2.547  -0.301  -4.035
H  7.126  -0.242  -0.702
C  0.715  2.422  0.918
H  -2.537  4.081  2.731
H  0.683  -1.940  2.661
H  1.444  2.814  1.631
C  -4.267  0.016  -0.705
C  3.452  0.851  5.620
C  3.748  -0.273  -0.511
C  1.798  -0.645  4.031
H  3.554  -1.736  3.384
C  1.740  -2.101  -3.182
N  -0.087  0.409  4.603
C  2.029  -1.647  -1.758
H  0.196  3.249  0.429
N  -2.458  3.172  2.308
H  5.262  0.803  0.551
H  -0.593  2.380  5.021
C  1.034  -0.526  -1.415
C  -3.900  -2.211  -2.249
N  1.639  -2.621  -0.749
C  3.156  -0.944  4.005
H  -1.548  2.723  2.182
F  -0.530  1.412  -4.547
C  4.515  -1.780  -2.215
Pb  -1.436  0.264  0.605
C  3.969  -0.173  4.811
H  0.831  -3.974  -2.640
C  -4.410  1.242  0.140
H  0.895  -3.094  -6.820
H  -6.843  4.521  1.350
H  -5.820  -1.771  -3.097
N  -3.140  -0.702  -0.592
C  1.129  -2.816  -5.801
N  -3.362  1.604  0.881
N  0.297  -0.876  -0.323
O  -0.189  1.594  1.649
Se  -2.074  -0.876  2.923
C  -5.614  2.991  0.850
C  -0.385  -0.518  3.689
C  5.058  0.069  -0.219
O  -1.458  1.673  -1.013
H  -1.962  1.290  4.729
F  -1.159  -0.273  -2.836
C  -2.951  -1.787  -1.339
C  -3.503  2.752  1.589
H  -1.071  1.201  6.269
N  -4.623  3.464  1.603
H  1.243  1.866  0.139
H  0.320  -4.612  -4.953